# 1
The following is a quantum chemistry calculation of a 2-piece molecular cluster, C5H12NO3 overall, from the Open Molecules 2025 dataset.

The gap between HOMO and LUMO (alpha / beta) is 9.12 / 9.38 eV. Its spin multiplicity is 2. As for the expectation value of S²: 0.753. For the molar mass, the calculation gives 134.2 g mol⁻¹. The calculation puts the relative energy (zero: lowest compared OMol25 entry of this formula, charge and spin) at 0.0 kJ/mol.

Geometry as XYZ:
```
21
Properties=species:S:1:pos:R:3:forces:R:3
H -1.8346 1.3816 -0.4479 -0.11 -0.04 -0.25
H 1.9900 1.6673 1.5230 0.31 -0.34 0.00
H 0.5690 -2.7073 -0.3487 -0.40 -0.14 0.26
O 0.6390 2.6582 -0.2072 0.38 0.03 -0.16
C 0.5587 -2.0257 -1.1931 0.79 0.40 -0.52
C -0.9885 -0.5463 0.1546 -0.44 -0.53 -1.04
H -1.9344 -0.9861 0.4435 -0.29 0.17 0.43
H -1.5342 -1.7317 -1.5678 -0.02 -0.04 -0.23
H 1.4931 -0.3297 -0.9647 -0.30 1.13 0.00
C -0.6724 -1.1482 -1.2544 -0.09 0.21 1.11
N -1.2961 1.4178 1.5769 -0.46 0.47 -0.58
O 1.7514 -1.2303 -1.0842 0.21 -1.15 0.00
H -1.9591 2.1829 1.5342 0.19 0.11 0.37
H -0.5226 -0.3339 -1.9662 0.06 -0.16 -0.26
H -0.2654 -0.8973 0.8781 0.31 0.10 0.26
H -0.4441 1.7632 2.0014 -0.02 -0.19 0.16
H 2.2847 0.1786 1.2252 0.07 -0.01 -0.14
C -1.0888 0.9634 0.2201 1.38 -0.73 0.23
O 2.2259 0.8242 1.9362 -0.26 0.30 0.15
C 0.3583 1.5327 -0.3683 -1.23 0.39 0.34
H 0.6699 -2.6334 -2.0904 -0.08 0.00 -0.15
```
Forces are in eV/Å.

# 2
The following is a quantum chemistry calculation of a 2-piece molecular cluster, C2H8NOS overall, from the Open Molecules 2025 dataset.

The gap between HOMO and LUMO (alpha / beta) is 10.53 / 6.98 eV. Its spin multiplicity is 2. As for the expectation value of S²: 0.753. For the molar mass, the calculation gives 94.2 g mol⁻¹. The calculation puts the relative energy (zero: lowest compared OMol25 entry of this formula, charge and spin) at 46.4 kJ/mol.

Geometry as XYZ:
```
13
Properties=species:S:1:pos:R:3:forces:R:3
H 0.1814 -2.5528 0.4638 -0.17 0.18 0.27
H -0.4520 -0.0519 -1.5381 -0.59 -0.45 0.60
H -0.1176 2.3114 -0.4029 0.49 0.42 -0.30
O 0.1652 0.3626 -2.1253 0.62 1.30 -0.59
H 1.7204 0.1761 -0.8934 0.63 0.44 -0.11
H 0.2084 1.1298 0.5372 0.79 -0.34 -0.22
H 1.1129 -1.3092 1.2665 -0.18 0.10 0.08
C 0.1581 -1.8519 1.3092 0.16 0.22 -0.94
C 1.1587 1.0289 -1.3011 -0.43 -2.79 0.38
H 1.7815 1.5945 -1.9795 -0.10 0.45 0.08
S -1.1763 -0.6398 1.1390 0.27 -0.58 0.15
N 0.6772 1.7182 -0.1563 -1.29 1.16 0.16
H 0.1409 -2.3856 2.2426 -0.20 -0.09 0.44
```
Forces are in eV/Å.

# 3
The following is a quantum chemistry calculation of C13H31AgClN3O5 as an isolated structure, from the Open Molecules 2025 dataset.

The gap between HOMO and LUMO is 8.02 eV. For the molar mass, the calculation gives 452.7 g mol⁻¹. The calculation puts the relative energy (zero: lowest compared OMol25 entry of this formula, charge and spin) at 129.8 kJ/mol.

Geometry as XYZ:
```
54
Properties=species:S:1:pos:R:3:forces:R:3
O 2.7510 0.3039 -0.3569 -0.88 0.21 0.47
N 4.3414 1.3855 -1.5084 0.05 0.45 -0.35
C 0.8910 -2.9016 -0.0483 -0.78 0.22 1.20
C -2.9553 0.3562 1.1308 0.86 -0.65 -0.78
C -0.3813 -3.7268 -0.2561 0.34 0.08 -0.82
H 1.0370 -2.2136 -0.8806 -0.10 0.10 0.05
H -3.4728 -2.9727 -1.0967 0.13 0.30 -0.01
H 4.6770 -0.4219 1.2392 -0.31 -0.07 -0.16
N -0.8850 3.7774 -0.9823 0.16 0.58 0.40
H -4.2371 -0.2766 2.4935 0.08 -0.25 0.20
H -1.5519 3.5830 -3.5334 -0.28 0.09 0.10
H -1.3516 4.5722 -1.3779 -0.03 0.09 0.12
O -1.4987 -2.9304 -0.5526 0.08 1.33 0.30
H -0.5333 3.2650 1.0163 0.21 0.09 0.15
H 1.7511 -3.5732 0.0129 -0.01 -0.17 -0.24
C -3.9657 0.1561 0.0258 -0.72 0.31 0.43
H -1.3175 -0.0562 3.0899 -0.12 -0.43 -0.18
C -0.8383 2.6570 -1.7055 -0.15 -0.60 -0.84
H 5.4245 -1.0198 -0.2306 -0.29 0.09 -0.47
H 2.0626 -3.5976 2.1095 0.43 0.48 0.03
H 5.8428 0.5588 0.4575 0.13 -0.12 -0.25
C 5.0190 -0.1309 0.2452 0.43 0.88 1.43
Cl 1.1750 1.3035 3.2158 -0.22 -0.30 -0.70
H -3.6275 -0.5420 -0.7332 0.58 0.20 -0.05
H -2.3345 -3.8270 -2.1835 -0.22 0.00 -0.01
C -1.6673 2.6485 -2.9824 0.34 0.36 0.50
H -0.6747 -4.3328 0.6032 0.55 -0.42 0.00
H 0.0476 4.9063 0.5691 -0.22 0.08 -0.11
H 5.3213 1.5538 -1.6472 0.08 -0.10 0.30
C -2.5778 -3.5867 -1.1389 0.14 -0.90 -0.35
H 2.4305 1.9657 -1.9404 -0.09 -0.06 -0.38
H 3.6584 3.2055 -2.2025 -0.16 0.01 -0.13
H -2.6888 2.5137 -2.6235 -0.16 -0.03 -0.52
H -2.3344 0.7684 4.0960 -0.70 -0.01 0.00
C 1.2149 -2.9330 2.2916 -1.44 -0.18 0.05
C -2.3454 -0.1260 3.4647 1.34 0.77 0.10
H -4.0939 1.1597 -0.3815 -0.25 -0.23 -0.39
H -4.9259 -0.2567 0.3483 -0.01 0.31 0.22
H -0.1045 -4.3179 -1.1454 -0.39 -0.50 0.24
C -0.0814 3.8809 0.2388 0.02 -0.53 -0.47
H -1.3409 1.8477 -3.6361 -0.14 -0.23 0.18
Ag 0.5023 0.3803 0.6825 0.25 0.39 0.84
H 3.4946 1.9408 -3.4120 0.00 -0.41 0.07
O -0.2176 1.6595 -1.3710 0.44 -0.14 0.06
H 0.8929 3.4661 -0.0284 0.06 0.03 0.45
H -2.8284 -4.5346 -0.6396 0.13 0.05 0.10
O -1.8702 0.8436 0.8419 -0.04 0.21 0.09
C 3.9173 0.6034 -0.4852 0.86 -1.62 -1.39
O 0.8584 -2.1424 1.1683 0.54 -0.22 -0.70
H 1.2915 -2.2591 3.1400 0.50 0.00 -0.03
H 0.3794 -3.6141 2.5143 0.03 0.01 0.11
N -3.2573 -0.1017 2.3473 -0.86 -0.10 0.48
H -2.4488 -1.0120 4.0828 -0.22 -0.11 -0.12
C 3.4266 2.1446 -2.3450 0.03 0.64 0.83
```
Forces are in eV/Å.

# 4
The following is a quantum chemistry calculation of C28H42F4N2O6PS as an isolated structure, from the Open Molecules 2025 dataset.

The gap between HOMO and LUMO is 6.69 eV. The total charge is +1. For the molar mass, the calculation gives 641.7 g mol⁻¹.

Geometry as XYZ:
```
84
Properties=species:S:1:pos:R:3:forces:R:3
N 0.0096 -0.0602 -0.6067 -0.14 0.16 -0.66
O -3.2696 -1.2965 4.1092 -1.72 2.20 -2.52
P 0.8273 -2.5634 0.6790 2.63 -4.75 1.28
O -0.3475 -4.0199 -2.1404 0.26 6.79 1.08
H 1.1291 -0.3368 2.2534 -1.47 1.20 -0.90
C 4.8064 -0.1875 -4.4396 -3.00 0.44 3.53
H -6.5221 -0.2605 -0.8660 3.05 -1.16 -0.87
C 2.3639 0.8285 -3.4782 1.08 -0.93 0.55
F -3.6803 -2.8607 1.1079 3.02 -0.26 -1.21
C 3.8694 2.2283 2.9801 -0.83 -0.96 -1.79
O 1.8147 -2.9665 -2.0399 -5.17 4.04 0.36
C 5.0207 -0.8382 -2.9551 -3.24 1.88 -0.56
C 2.4343 0.1634 -1.9706 4.72 -1.36 -4.61
H -2.0422 3.7926 1.7878 2.19 -1.66 -0.16
C 2.4040 1.4956 3.3187 2.09 1.74 0.86
C -4.2801 -1.3765 -1.5680 -6.91 4.57 3.96
S 0.2857 -2.5627 -2.0741 4.59 -11.36 -4.06
N 0.8030 -4.1648 0.5481 0.24 1.76 0.65
H -2.2701 1.1585 3.1740 -1.06 -1.34 -2.15
H -0.3252 5.1317 0.7808 1.03 -1.20 2.03
H -1.2943 -1.0498 2.1458 -0.79 1.33 -2.04
H 4.4703 2.5151 3.9422 -1.32 -0.59 -1.92
H -1.0815 2.9998 -3.2409 -1.75 -0.58 1.49
H 1.1602 4.1033 1.3149 -1.79 0.69 1.44
H -0.1335 0.7943 2.9825 0.94 -0.48 -2.41
H -2.3584 -5.0017 -0.8680 0.23 0.99 2.03
H -0.2071 2.8176 -0.1999 -1.63 -1.81 1.26
H -1.4771 -5.4225 0.7355 -1.61 2.15 -1.10
H -3.3268 -5.2190 0.7101 2.06 1.62 -0.86
C -2.8129 -2.1785 -1.6870 -2.51 -0.02 -1.52
H 4.4391 1.3911 0.8226 0.51 -0.24 2.51
O -2.5106 -0.8194 0.2806 2.80 -0.34 0.37
H 3.3061 1.1677 -5.7613 0.01 -1.04 2.79
H 1.9595 2.1220 4.2223 0.45 -1.65 -1.82
H 5.9970 -1.4769 -2.7037 -2.49 1.64 -0.62
H -3.9839 -1.7923 4.6064 0.64 0.95 -1.16
C -5.4301 -0.6638 -1.1187 7.52 -5.27 -3.14
C 3.8935 -0.6638 -1.7944 -0.49 0.96 -2.33
O 1.5935 1.6584 2.1063 -0.77 -1.43 0.03
C -2.0270 2.6787 -2.6121 -0.62 -0.24 -0.84
H -2.8498 0.9736 -1.4729 1.61 -1.02 -1.57
H -2.3700 -1.8181 -2.7006 -0.49 -0.42 1.96
C -2.2530 -3.1738 0.6800 -1.18 -2.06 2.19
H 5.8761 1.3276 2.0562 -2.40 -0.33 -0.07
H 0.1200 1.6755 -1.9723 -1.52 -2.46 0.92
C -0.2942 -1.5846 -0.5985 -0.87 -0.27 0.19
H -0.1548 0.1318 -2.8606 -0.37 0.40 2.57
C -0.9025 2.1909 0.5470 -1.21 0.98 -1.29
C -2.7993 0.5722 2.2779 -0.47 0.13 0.97
H 2.1644 -0.1627 0.1750 -2.09 0.63 -1.88
H 2.2544 -2.2642 0.4757 -1.56 0.98 0.31
C 0.1045 4.4596 1.6692 -1.32 0.49 -1.54
F 0.1054 5.3308 2.8696 0.17 -2.40 -2.55
C 4.7104 1.1963 1.9678 -0.09 -0.03 -0.47
H 1.5593 1.4499 -0.4368 -0.64 -2.66 -0.42
H -2.2039 3.3317 -1.6604 0.68 -1.24 -1.80
C -2.3293 -4.7283 0.2646 -0.38 -2.16 0.19
H -2.0342 2.1565 0.1598 2.82 0.07 0.36
F -0.0348 -2.0998 -3.6616 0.29 0.88 2.75
C 1.4810 0.2793 -0.6993 5.10 2.64 1.13
H -3.4439 1.3301 1.6457 1.27 -1.73 1.30
H 1.7479 -4.5345 0.3156 -1.12 0.46 -0.36
C -1.7248 -0.2678 1.3521 -0.59 0.31 1.29
H 3.5915 3.1554 2.2933 0.74 -1.64 1.89
C -1.8553 -2.0100 -0.3682 -3.23 1.45 0.59
O -5.1990 -0.4375 2.8422 8.85 0.40 1.36
C -0.5013 0.6551 -1.8428 0.02 1.78 -4.75
H -0.8916 2.8095 2.8733 -0.10 0.30 -2.01
H 1.3985 1.4928 -3.7072 2.43 -1.60 0.30
C -0.9998 3.2028 1.7891 0.18 2.20 1.78
H 5.6287 -0.3695 -5.2647 -2.01 0.54 1.83
C -1.9853 1.0264 -2.2498 -2.19 3.79 -0.79
H -1.7053 -3.1385 1.7416 -0.90 0.24 -2.54
H -3.1647 -3.2966 -1.9122 1.15 2.44 0.89
H 4.4156 0.0601 2.1577 0.77 2.34 -0.13
H 2.6718 0.3938 3.6043 -1.01 1.83 -0.58
C 0.5311 0.6330 2.0004 1.53 -0.48 2.43
C 3.4450 0.6842 -4.6857 1.47 -2.21 3.39
C -3.8793 -0.4158 3.0576 -5.65 -1.62 0.20
F -2.4526 0.5071 -3.5969 1.63 -0.04 3.33
H 4.1339 -1.1720 -0.7402 -0.61 1.21 -2.55
C -0.4532 0.6269 0.7193 -1.44 1.31 4.00
H -2.9618 2.8826 -3.3261 2.06 -0.72 1.68
H 0.4104 -2.3503 2.0596 -0.04 0.87 -1.45
```
Forces are in eV/Å.

# 5
The following is a quantum chemistry calculation of C32H43ClIN5O8PPb as an isolated structure, from the Open Molecules 2025 dataset.

The gap between HOMO and LUMO is 8.54 eV. The total charge is +1. For the molar mass, the calculation gives 1026.3 g mol⁻¹. The calculation puts the relative energy (zero: lowest compared OMol25 entry of this formula, charge and spin) at 23.6 kJ/mol.

Geometry as XYZ:
```
92
Properties=species:S:1:pos:R:3:forces:R:3
H -1.2639 -6.8288 -0.2180 0.05 -0.02 -0.02
H -1.8531 -2.2507 -1.8686 0.01 0.03 -0.04
O -2.4214 -2.0928 1.7932 -0.12 -0.28 -0.04
C 0.9016 3.4075 2.5405 -0.02 -0.03 -0.02
H 0.0721 4.0475 2.2683 0.00 0.02 -0.01
C -0.9630 4.2493 -1.1201 0.03 -0.01 -0.04
C 1.1354 2.2505 1.7923 -0.07 -0.11 -0.04
H 2.1623 3.8196 0.1044 0.00 0.03 0.00
H 4.7959 -1.9748 1.6569 0.02 0.01 0.02
H -3.0990 -3.7573 1.5215 0.13 0.04 0.04
C 1.3258 4.2734 -0.4124 -0.01 -0.03 0.03
H -0.2604 -5.5937 1.4028 0.09 0.01 -0.02
Cl 0.4894 -3.9526 -1.4003 -0.04 -0.09 -0.08
C -2.7790 1.2488 3.3814 -0.04 -0.01 0.01
H -2.8121 -6.4265 -0.7773 0.01 0.00 0.00
C -4.0025 1.6042 2.8314 0.01 -0.02 0.03
O 1.0540 -5.2302 -1.0872 -0.08 -0.07 0.13
C 1.6889 3.7565 3.6196 0.01 0.04 0.03
C -4.0488 2.1119 1.5442 0.00 0.02 -0.04
H -4.9974 2.3865 1.1007 0.01 -0.01 -0.01
C -4.2106 -3.4859 -0.9937 0.00 0.07 0.00
C -2.8791 2.2714 0.8118 -0.02 -0.04 -0.02
H 3.2414 2.0987 -3.4992 0.00 -0.01 0.01
O 1.3372 1.4964 -3.8437 0.03 -0.07 -0.03
H -4.9147 1.4755 3.3993 0.02 0.01 0.00
N 2.4139 -0.2881 0.3364 -0.17 0.28 0.25
C 2.9764 1.7737 3.2777 0.01 -0.04 -0.02
I -0.3619 3.6457 -5.0785 -0.01 -0.07 0.00
H -0.6735 1.1150 3.1012 0.00 0.00 0.01
Pb 0.3472 -0.4195 -1.0553 -0.02 -0.40 -0.25
H 3.2966 -0.0716 -2.3216 0.02 -0.02 0.00
C -1.6417 1.9512 1.3665 0.07 -0.05 -0.04
H 1.4750 4.6629 4.1707 0.01 -0.01 0.00
H 6.1199 0.2843 -0.9435 0.00 0.02 0.00
C 5.2330 0.1350 -0.3280 -0.01 -0.10 0.01
C -2.9046 -1.2354 -0.4169 0.14 -0.12 -0.03
H 2.1944 2.1236 -2.0581 -0.03 0.02 0.00
O -0.8937 -4.1120 -1.8047 -0.13 0.00 0.05
C -4.3858 -4.5470 0.0908 -0.02 0.12 -0.11
C 0.0756 3.6477 -0.4118 0.09 -0.07 0.04
H -2.9645 2.6340 -0.2002 0.00 0.01 -0.03
C 3.7263 -1.8097 1.5501 -0.07 -0.02 -0.08
C 3.9808 -0.9213 -2.2423 0.00 -0.01 0.07
H -3.1969 -0.1891 -0.2816 0.02 0.03 0.04
H -1.5989 5.9216 -2.2921 0.01 -0.02 0.00
H 4.6136 1.0313 -0.4089 0.02 0.01 0.00
H -3.3012 -3.7050 -1.5579 -0.03 -0.03 -0.04
C 0.4588 6.0955 -1.7189 0.02 0.00 0.00
C 2.2441 2.3286 -3.1340 -0.02 0.03 0.01
C -4.2224 -2.0221 -0.4971 0.05 -0.08 0.14
O 0.5153 -3.1060 -0.2061 -0.01 0.14 0.00
H -0.5816 1.1152 -4.2463 -0.02 0.02 -0.02
H -4.5828 -5.5237 -0.3513 0.00 -0.01 0.04
O -0.8535 -0.9028 0.7953 0.25 0.03 -0.16
H 5.5645 0.0400 0.7091 0.01 0.02 -0.02
H -2.5934 -0.8978 -2.4275 -0.01 0.00 0.00
H -4.8582 -1.4518 -1.1780 -0.03 0.01 0.03
H 0.6026 7.0458 -2.2156 0.00 -0.01 0.00
C -2.1934 -5.3988 0.8538 0.28 0.01 -0.10
N -3.2421 -4.6150 0.9798 -0.16 0.20 0.20
C 3.2986 -1.4581 0.1257 0.11 0.01 -0.01
C 4.4644 -1.0966 -0.8059 -0.02 0.09 -0.01
H -5.2517 -4.3012 0.7067 -0.03 -0.08 -0.01
H -5.0490 -3.6189 -1.6792 0.04 0.03 -0.08
C 0.0279 1.9082 -3.8256 0.01 0.02 -0.01
P -0.0685 2.0097 0.4151 -0.01 0.41 0.37
H 5.1390 -1.9591 -0.7752 -0.01 -0.02 0.00
H 2.0240 3.3845 -3.3062 0.00 0.01 -0.02
H 3.7897 1.1289 3.5724 -0.01 0.01 0.00
C -1.6115 1.4177 2.6577 0.01 0.03 -0.05
H 2.4885 5.9561 -1.0336 -0.01 -0.01 0.00
H -1.1064 -4.3192 2.1597 0.01 0.05 -0.01
C -0.7752 5.4685 -1.7566 -0.01 0.01 0.00
H -2.7310 0.8298 4.3779 0.00 0.00 -0.01
H 2.7308 -2.2720 -0.3192 -0.03 -0.03 -0.02
C 2.1849 1.4046 2.1796 0.02 0.01 0.11
H 3.3801 3.1953 4.8200 0.00 -0.01 -0.01
O 3.3743 -0.6332 2.3132 0.08 0.02 0.04
H -4.6951 -1.9596 0.4867 -0.05 0.00 -0.03
N -1.1477 -5.2037 1.6738 -0.08 -0.03 -0.14
H 4.8246 -0.7266 -2.9054 -0.03 0.01 -0.03
H -0.3238 2.2152 -2.8372 0.02 0.02 0.02
N -2.0886 -1.2845 -1.6375 -0.09 -0.06 0.03
N -2.1628 -6.4255 -0.0102 0.00 0.10 0.09
C -1.9954 -1.4778 0.8155 -0.17 0.06 0.07
H 3.1776 -2.6556 1.9610 -0.03 0.02 0.04
C 2.7447 2.9365 3.9838 -0.04 0.02 0.00
C 2.6020 0.1323 1.5346 0.01 -0.14 -0.16
C 1.5139 5.4851 -1.0560 0.01 0.02 -0.03
H 3.4607 -1.8113 -2.5979 -0.01 -0.01 -0.03
O 1.2243 -3.2899 -2.4387 0.06 0.06 -0.04
H -1.9304 3.7817 -1.2020 -0.03 0.01 0.02
```
Forces are in eV/Å.